Record 1
# C6H5NO

One molecule with the formula C6H5NO in a non-equilibrium geometry (the ωB97M-V functional and the def2-TZVPD basis, OMol25).

Cartesian coordinates (Å):
O -1.425 -1.771 1.736
C -0.617 -0.860 1.790
C -0.103 -0.280 0.539
C -0.469 -0.710 -0.749
C 0.147 -0.001 -1.884
N 0.869 1.249 -1.702
C 1.088 1.593 -0.600
C 0.615 0.954 0.641
H -0.428 -0.540 2.537
H -0.801 -1.438 -1.059
H 0.000 -0.519 -2.640
H 1.784 2.649 -0.761
H 0.796 1.096 1.535

Cartesian forces, eV/Å:
0.179 -0.060 0.163
-5.483 -8.210 -17.368
0.523 3.063 -0.773
9.181 14.797 1.773
0.178 4.767 11.623
-3.773 -7.550 -10.901
3.339 6.202 9.701
-2.155 -4.056 -9.476
4.896 7.642 17.150
-6.740 -13.515 -4.305
-0.739 -3.371 -8.080
-1.827 -2.570 2.086
2.420 2.861 8.407

Output
2S+1 = 1
E_LUMO = -0.45 eV
Net charge = 0
Strongest force on any atom = 20.0 eV/Å
HOMO level = -9.64 eV

Results of the natural (NBO) charge analysis, in e, for atoms 1 through 4: -0.49 0.43 -0.11 -0.16

***

Record 2
# C6H5NO

One molecule with the formula C6H5NO in a non-equilibrium geometry (the ωB97M-V functional and the def2-TZVPD basis, OMol25).

Cartesian coordinates (Å):
C 1.967 -0.169 -0.060
C 1.203 -1.308 0.000
C -0.129 -0.807 0.073
O -1.390 -1.266 -0.013
C -2.191 -0.190 -0.039
C -1.502 0.981 0.028
C -0.141 0.533 0.034
N 1.170 0.960 -0.030
H 3.038 0.030 -0.048
H 1.616 -2.320 0.020
H -3.282 -0.328 -0.024
H -1.856 1.977 -0.175
H 1.497 1.907 0.233

Cartesian forces, eV/Å:
0.547 0.756 0.469
0.515 -0.329 -0.041
0.356 -1.046 -0.488
-0.532 -1.509 0.265
-1.273 1.167 0.354
0.484 -0.246 -0.875
0.592 1.793 0.506
-0.178 1.135 0.225
-0.314 -0.615 -0.043
-0.459 0.482 -0.088
0.828 -0.277 -0.154
-0.232 -0.031 0.388
-0.331 -1.279 -0.517

Output
2S+1 = 1
E_LUMO = 1.01 eV
Net charge = 0
Strongest force on any atom = 2.0 eV/Å
HOMO level = -7.84 eV

Results of the natural (NBO) charge analysis, in e, for atoms 1 through 4: -0.04 -0.34 0.20 -0.40

***

Record 3
# C6H5NO11S2V

C6H5NO11S2V as an isolated structure in a non-equilibrium geometry (the ωB97M-V functional and the def2-TZVPD basis, OMol25).

Cartesian coordinates (Å):
O 3.109 -0.378 1.549
V 1.792 0.523 1.889
S 2.950 2.930 1.652
O 2.539 4.278 1.909
O 2.068 2.157 0.783
O 4.335 3.094 1.269
O 2.800 2.141 2.863
S -0.242 -0.626 3.407
O -0.735 -0.408 4.807
O -0.919 -1.833 2.979
O -0.250 0.441 2.446
O 1.238 -0.699 3.450
C -3.025 -1.434 -2.727
C -2.359 -2.124 -1.684
C -1.217 -1.637 -1.099
C -0.592 -0.439 -1.655
C -1.336 0.212 -2.724
C -2.425 -0.386 -3.341
N 0.743 -0.028 -1.230
O 1.256 -0.374 -0.170
O 1.301 0.723 -1.985
H -3.920 -1.818 -3.192
H -2.530 -3.154 -1.406
H -0.710 -2.197 -0.327
H -0.887 1.011 -3.296
H -2.984 0.026 -4.169

Cartesian forces, eV/Å:
-2.613 1.601 0.581
4.274 -1.193 1.559
3.340 4.680 1.135
-2.480 1.540 -0.070
-2.260 -1.556 -3.414
0.970 -1.959 -1.326
-0.867 -3.548 3.072
-1.055 -3.101 6.163
0.520 1.273 -2.025
0.051 -0.596 -1.723
-2.279 4.342 -3.970
2.949 -1.386 0.346
0.370 -2.323 0.588
-0.109 0.105 -0.458
2.027 2.320 -1.065
-3.831 -1.713 -0.532
2.978 -0.837 0.150
-0.665 1.061 1.360
0.317 1.202 0.709
-1.629 -0.947 -0.975
0.299 0.344 -0.942
-0.120 -0.383 0.198
-1.074 0.084 0.145
0.081 0.096 0.159
0.300 0.370 0.530
0.507 0.523 -0.194

Output
2S+1 = 2
E_LUMO (spin up / spin down) = 3.38 / 3.39 eV
Net charge = -2
Strongest force on any atom = 7.0 eV/Å
HOMO level (spin up / spin down) = -2.09 / -2.10 eV

Results of the natural (NBO) charge analysis, in e, for atoms 1 through 4: -0.52 1.41 2.63 -1.06

***

Record 4
# C6H5NO3S

One molecule with the formula C6H5NO3S in a non-equilibrium geometry (the ωB97M-V functional and the def2-TZVPD basis, OMol25).

Cartesian coordinates (Å):
C 0.824 0.536 1.651
C 1.033 1.520 0.598
C 0.159 -0.666 1.263
C 0.383 1.299 -0.603
C -0.374 -0.690 -0.006
C -1.630 -1.843 -0.653
N -0.305 0.197 -0.968
O -3.702 -1.473 -2.331
O -1.407 -2.335 -3.130
O -2.053 -2.736 -0.020
S -2.067 -1.231 -2.472
H 1.190 0.754 2.747
H 1.604 2.430 0.760
H -0.176 -1.441 1.915
H 0.529 1.862 -1.466
H -3.871 -2.286 -1.959

Cartesian forces, eV/Å:
0.513 0.410 -0.200
-1.007 -1.537 1.686
0.040 2.060 0.516
0.786 -1.141 -0.567
-3.164 -2.618 -2.528
2.722 2.696 2.081
0.836 0.751 1.905
1.495 3.091 -1.485
0.240 -0.725 -0.861
-0.602 -0.311 -0.670
-0.860 0.132 1.194
-0.703 -0.688 -2.427
-0.179 -0.194 0.039
0.309 -0.385 0.631
0.357 1.868 -0.851
-0.785 -3.408 1.537

Output
2S+1 = 1
E_LUMO = 0.11 eV
Net charge = 0
Strongest force on any atom = 4.8 eV/Å
HOMO level = -8.76 eV

Results of the natural (NBO) charge analysis, in e, for atoms 1 through 4: -0.13 -0.26 -0.29 0.03

***

no.,E (Ha)
1,-361.350861
2,-361.584221
3,-2854.444791
4,-910.199306